ORCA calculation (wB97M-V/def2-TZVPD) on a molecular structure, C28H29N3RuSi in a non-equilibrium geometry.

Atoms and positions in Å:
C (-2.692603, -0.406490, 0.768774)
C (-2.041299, -1.617681, 0.303349)
C (-1.418893, -2.260956, 1.435221)
H (-2.091009, -2.039463, -0.690121)
C (-1.767140, -1.503683, 2.602224)
C (-2.552845, -0.372872, 2.195614)
H (-2.991676, 0.379186, 2.840454)
H (-3.237018, 0.303073, 0.156074)
H (-0.842063, -3.177584, 1.401909)
H (-1.491272, -1.779100, 3.613106)
Ru (-0.533310, -0.273887, 0.997267)
C (2.767040, -0.333731, -3.370025)
H (3.042630, -0.493454, -2.323481)
H (2.962185, -1.246884, -3.940613)
H (1.713229, -0.057912, -3.488743)
Si (0.083362, -0.352486, -1.198082)
C (-1.099354, 0.452695, -2.436377)
C (-2.443370, 0.087729, -2.599723)
H (-2.914356, -0.633837, -1.931256)
C (-3.198454, 0.631773, -3.648057)
H (-4.236379, 0.317713, -3.779945)
C (-2.619250, 1.557814, -4.521189)
H (-3.197146, 1.958511, -5.355857)
C (-1.295744, 1.971824, -4.321511)
H (-0.838419, 2.700429, -4.992086)
C (-0.547613, 1.442594, -3.263935)
H (0.476680, 1.781025, -3.090733)
C (0.368299, -2.143629, -1.769358)
C (-0.125526, -2.622831, -2.991448)
H (-0.620155, -1.938210, -3.684389)
C (0.019279, -3.976932, -3.321300)
H (-0.395685, -4.342563, -4.263069)
C (0.695808, -4.844271, -2.456469)
H (0.794302, -5.901929, -2.708224)
C (1.261761, -4.347322, -1.275900)
H (1.835299, -5.001161, -0.615833)
C (1.093968, -3.000512, -0.932274)
H (1.533205, -2.615335, -0.006424)
H (1.360717, 0.357347, -1.328887)
H (3.363715, 0.500599, -3.759378)
N (0.045321, 2.795327, 2.153932)
C (-0.359418, 2.306321, 3.414174)
C (-0.632386, 3.225143, 4.446669)
C (-0.783006, 2.723431, 5.739887)
C (-0.747226, 1.334251, 5.913311)
C (-0.576244, 0.512128, 4.801495)
N (-0.377216, 0.992934, 3.563878)
C (1.233928, 2.246605, 1.622103)
C (2.346095, 3.078371, 1.444836)
C (3.582083, 2.476994, 1.215061)
C (3.643360, 1.078209, 1.177697)
C (2.471334, 0.335733, 1.275187)
N (1.266768, 0.932763, 1.383575)
H (0.062494, 3.805770, 2.145636)
H (-0.661806, 4.281151, 4.185819)
H (-0.936924, 3.392127, 6.583602)
H (-0.865350, 0.870218, 6.890536)
H (-0.591591, -0.572149, 4.906288)
H (2.188037, 4.154709, 1.534950)
H (4.476231, 3.081079, 1.073581)
H (4.585138, 0.548106, 1.051313)
H (2.449480, -0.756822, 1.227166)

Cartesian forces (eV/Å) of the 2 atoms listed first:
C -0.46 -0.97 0.56
C -0.13 -0.12 0.13

Results
**Kohn-Sham gap (alpha / beta)**: 0.270 / 0.122 Eh
**Multiplicity**: 5
**Energy relative to the best compared isomer or geometry (same formula, charge and spin)**: 0.000 eV
**Net charge**: +2
**Calculated total energy**: -1632.3304 Eh
**HOMO energy (alpha / beta)**: -13.52 / -13.90 eV
**Expectation value of S²**: 6.0339

ORCA calculation (wB97M-V/def2-TZVPD) on a molecular structure, C2H6O2Tl in a non-equilibrium geometry.

Atoms and positions in Å:
C (0.991312, -1.266671, -0.315746)
C (-0.346712, -0.663748, -0.007928)
O (-0.606376, -0.343395, 1.259950)
H (1.683872, -1.180288, 0.532307)
H (0.872138, -2.324910, -0.605510)
H (1.425697, -0.728194, -1.173432)
H (-1.182767, -1.017965, -0.643195)
H (-0.711901, 1.018572, 1.308983)
Tl (-0.140558, 1.452953, -1.342319)
O (-0.642488, 2.208192, 0.415823)
H (-1.342216, 2.845455, 0.571066)

Cartesian forces (eV/Å) of the 2 atoms listed first:
C 0.32 0.74 -0.07
C -0.27 -3.30 5.25

Results
**Kohn-Sham gap (alpha / beta)**: 0.279 / 0.279 Eh
**Multiplicity**: 1
**Net charge**: +1
**Calculated total energy**: -402.3770 Eh
**HOMO energy (alpha / beta)**: -14.59 / -14.59 eV

ORCA calculation (wB97M-V/def2-TZVPD) on a molecular structure, C33H49BrCdNP3 in a non-equilibrium geometry.

Atoms and positions in Å:
C (-1.427976, -1.715307, -4.078892)
C (-0.530872, -0.664099, -3.799126)
C (-0.730275, 0.600303, -4.388517)
C (-1.832611, 0.752958, -5.231116)
N (-2.702712, -0.232159, -5.446720)
C (-2.496422, -1.443551, -4.937209)
C (0.549280, -0.898965, -2.926911)
C (1.232822, -1.000248, -1.894324)
C (2.549898, -1.310829, -1.420565)
C (2.938823, -1.265590, -0.070903)
C (4.273202, -1.415354, 0.308529)
C (5.221153, -1.629307, -0.681310)
C (4.860014, -1.784707, -2.024800)
C (3.521968, -1.613312, -2.389199)
Cd (0.446381, 0.001510, 0.878312)
P (-2.206165, 0.364813, -0.014570)
H (-0.048745, 1.423865, -4.202887)
H (-1.290867, -2.697273, -3.646070)
H (-2.006168, 1.706637, -5.736185)
H (-3.193559, -2.240213, -5.204280)
H (3.189522, -1.675576, -3.417729)
H (2.247693, -1.137801, 0.757945)
H (5.598853, -2.016371, -2.780999)
H (4.530923, -1.341646, 1.350732)
C (-3.199797, 0.948697, 1.438911)
C (-4.431728, 1.822754, 1.238611)
H (-2.474415, 1.490787, 2.068748)
H (-3.481884, 0.038580, 1.989107)
H (-4.796162, 2.104939, 2.235005)
H (-4.227459, 2.752070, 0.696371)
H (-5.257822, 1.300801, 0.739811)
C (-2.451506, 1.669003, -1.306956)
C (-3.748291, 1.720237, -2.111819)
H (-1.606235, 1.533019, -2.002544)
H (-2.299301, 2.632123, -0.794573)
H (-3.708673, 2.609331, -2.757189)
H (-3.875875, 0.857863, -2.779747)
H (-4.649818, 1.820301, -1.492938)
C (-3.158103, -1.083840, -0.666049)
C (-4.677994, -1.124339, -0.523061)
H (-2.720756, -1.959764, -0.158714)
H (-2.883170, -1.161608, -1.728633)
H (-5.029516, -2.074445, -0.948265)
H (-5.024585, -1.095543, 0.517087)
H (-5.191781, -0.327905, -1.076988)
Br (7.020332, -1.676581, -0.090468)
P (1.381393, 2.343020, 0.766471)
C (0.120836, 3.662687, 0.775218)
C (0.480541, 4.877981, 1.614659)
H (-0.809916, 3.199401, 1.146274)
H (-0.068607, 3.953365, -0.268552)
H (-0.362820, 5.575943, 1.616525)
H (0.692337, 4.617025, 2.655283)
H (1.344062, 5.425774, 1.220780)
C (2.301746, 2.351634, 2.350512)
C (3.501225, 3.280712, 2.403274)
H (2.632082, 1.311876, 2.520834)
H (1.588767, 2.589161, 3.154993)
H (4.009725, 3.148888, 3.363405)
H (4.229679, 3.066283, 1.616905)
H (3.224479, 4.337303, 2.330037)
C (2.533212, 2.596074, -0.624090)
C (2.832149, 4.058589, -0.925067)
H (2.066910, 2.105820, -1.495574)
H (3.458779, 2.038752, -0.410978)
H (3.489509, 4.120046, -1.798348)
H (1.929141, 4.630831, -1.155903)
H (3.349953, 4.565325, -0.102799)
C (-1.771453, -1.903538, 3.185451)
P (-0.107973, -1.797128, 2.490379)
C (1.054407, -1.420106, 3.850125)
C (0.319047, -3.484354, 1.925215)
C (0.782894, -4.411818, 2.877097)
C (1.174804, -5.685098, 2.455591)
C (1.105318, -6.035418, 1.095308)
C (0.649658, -5.099596, 0.148863)
C (0.251317, -3.825189, 0.553846)
H (-2.096526, -0.904893, 3.529700)
H (-1.802618, -2.606256, 4.040361)
H (-2.487651, -2.253887, 2.419369)
H (0.809582, -1.996280, 4.762747)
H (2.099218, -1.621783, 3.547054)
H (0.978669, -0.336869, 4.065666)
H (0.852047, -4.123357, 3.924659)
H (1.527109, -6.407395, 3.198559)
H (1.403596, -7.037265, 0.778571)
H (0.596017, -5.382718, -0.909940)
H (-0.082262, -3.087800, -0.181396)

Cartesian forces (eV/Å) of the 2 atoms listed first:
C 0.01 0.68 -0.36
C -0.80 -0.03 -0.91

Results
**Kohn-Sham gap**: 0.279 Eh
**Multiplicity**: 1
**Net charge**: +2
**Calculated total energy**: -5106.8721 Eh
**HOMO energy**: -13.51 eV

ORCA calculation (wB97M-V/def2-TZVPD) on C3H8N4O in the gas phase in a non-equilibrium geometry.

Atoms and positions in Å:
C (1.290211, -0.914569, -0.649657)
C (0.210729, -0.290137, 0.246411)
N (-0.551697, -1.415956, 0.887559)
N (-1.940036, -1.384299, 0.522598)
N (-2.109973, -0.294698, -0.142563)
O (-3.119965, 0.034438, -0.785874)
C (-0.956704, 0.548861, -0.253981)
N (-1.356776, 1.924111, 0.698797)
H (0.919456, -0.991624, -1.696684)
H (1.687190, -1.772262, -0.057622)
H (2.096334, -0.144180, -0.768917)
H (0.827224, 0.306230, 1.094878)
H (-0.148708, -2.331405, 0.777114)
H (-0.831672, 1.132118, -1.254653)
H (-2.374804, 1.927292, 0.713879)
H (-0.978681, 1.674042, 1.619070)

Cartesian forces (eV/Å) of the 2 atoms listed first:
C 0.18 2.19 -0.51
C 0.71 0.05 2.76

Results
**Kohn-Sham gap**: 0.332 Eh
**Multiplicity**: 1
**Energy relative to the best compared isomer or geometry (same formula, charge and spin)**: 5.753 eV
**Calculated total energy**: -413.2046 Eh
**HOMO energy**: -8.59 eV
**Structure (SMILES)**: C[C@@H]1NN=[N+]([O-])[C@H]1N

ORCA calculation (wB97M-V/def2-TZVPD) on a molecular structure, C11H15ClMgO5P2S in a non-equilibrium geometry.

Atoms and positions in Å:
O (-2.028891, -4.922733, 1.125074)
P (-1.710921, -3.833784, 0.021087)
C (-0.146296, -2.809034, 0.566750)
P (1.366870, -3.903907, 0.969119)
O (2.197591, -4.162742, -0.549997)
Cl (2.788923, -2.907159, 2.210604)
C (-0.597192, -2.066456, 1.978732)
O (-1.612987, -1.016508, 1.804350)
S (-0.903639, 0.333874, 0.970349)
O (-2.091618, 0.957449, 0.146759)
O (-0.453737, 1.345304, 2.070009)
C (0.525501, -0.248586, -0.103980)
C (0.910624, 0.802842, -1.329381)
C (0.584752, 2.391649, -0.932225)
C (-0.646657, 3.159354, -1.705888)
C (-0.968392, 4.705681, -1.256630)
C (-0.019306, 5.399410, -0.086412)
C (1.236753, 4.616683, 0.662260)
C (1.554805, 3.058979, 0.226682)
C (0.107865, -1.735587, -0.676996)
H (-1.417854, -4.360713, -1.286930)
H (-2.839299, -2.895892, -0.039692)
H (3.127567, -3.786044, -0.400919)
H (0.294070, -1.600177, 2.576971)
H (-1.070336, -2.933387, 2.648789)
H (1.531297, -0.405444, 0.518299)
H (0.413007, 0.504415, -2.352129)
H (2.086082, 0.762199, -1.514110)
H (-1.244525, 2.537078, -2.506531)
H (-1.868585, 5.244757, -1.790897)
H (-0.228970, 6.512921, 0.218674)
H (1.920151, 5.091735, 1.488684)
H (2.414003, 2.391144, 0.693460)
H (0.868457, -2.117950, -1.480029)
H (-0.933106, -1.589196, -1.240198)
Mg (-3.146006, -2.520177, -1.643708)

Cartesian forces (eV/Å) of the 2 atoms listed first:
O 0.53 3.79 -4.28
P 2.87 -5.18 7.39

Results
**Kohn-Sham gap**: 0.077 Eh
**Multiplicity**: 1
**Net charge**: +2
**Calculated total energy**: -2544.3348 Eh
**HOMO energy**: -13.42 eV

Q: Which of these has the lowest calculated total energy?
A: C33H49BrCdNP3